{
  "formula": "H8O4",
  "method": "ωB97M-V with the def2-TZVPD basis set",
  "symbols": ["H", "H", "H", "H", "H", "O", "O", "O", "O", "H", "H", "H"],
  "positions_angstrom": [[1.00, 1.16, -1.06], [1.83, 1.74, 0.10], [0.87, -1.06, 0.41], [2.40, -1.09, 0.36], [-1.21, 1.10, 0.53], [1.09, 1.92, -0.49], [-0.68, -1.60, -0.13], [-2.08, 0.73, 0.37], [1.66, -0.47, 0.31], [-1.31, -1.02, 0.35], [-2.44, 1.02, -0.47], [-1.12, -2.42, -0.28]],
  "orbital_gap_ha": 0.426,
  "charge": 0,
  "e_tot_ha": -305.75420,
  "homo_energy_ev": -10.892,
  "e_above_lowest_kj_mol": 65.6
}